Record 1
C3H8NOS | ωB97M-V with the def2-TZVPD basis set

ORCA input file:
```
! wB97M-V def2-TZVPD RIJCOSX def2/J DEFGRID3
* xyz 0 2
C -0.2774 -1.5328 -0.3854
O 0.0718 -2.4487 0.5078
C -0.4243 -0.0676 0.0360
C 0.7418 0.4007 0.8833
S 0.6475 2.1598 1.2722
N -0.6257 0.7408 -1.1342
H -1.1921 -1.7882 -0.9023
H 0.4317 -1.5479 -1.2441
H -1.2650 -0.1685 0.7484
H 0.7108 -0.1322 1.8366
H 1.6754 0.0826 0.4208
H 1.8187 2.5586 0.7928
H -1.0625 0.2317 -1.8906
H -1.2507 1.5118 -0.9411
*
```

## Properties
⟨S²⟩ = 0.75
Relative energy (zero: lowest compared OMol25 entry of this formula, charge and spin) = 0.536 eV
Frontier orbital gap (spin up / spin down) = 0.3657 / 0.2664 hartree
LUMO (spin up / spin down) = 0.9 / -1.8 eV

=====

Record 2
C4H7O2S2 | ωB97M-V with the def2-TZVPD basis set

ORCA input file:
```
! wB97M-V def2-TZVPD RIJCOSX def2/J DEFGRID3
* xyz -1 1
C -0.1941 -1.8863 0.2699
C 1.2174 -2.4256 0.6835
O 1.3791 -2.5455 1.9242
O 1.9820 -2.7477 -0.2593
C -0.2926 -0.4057 0.6232
S -1.3227 0.5294 -0.5936
S -0.1706 2.1123 -1.1119
C -0.4880 3.3839 0.1477
H -0.3049 -2.0660 -0.8003
H -0.9196 -2.5196 0.7946
H 0.6969 0.0397 0.5013
H -0.7194 -0.2318 1.6111
H -0.9844 4.2348 -0.3109
H -1.0828 2.9999 0.9731
H 0.4627 3.7169 0.5290
*
```

## Properties
Relative energy (zero: lowest compared OMol25 entry of this formula, charge and spin) = 0.000 eV
Frontier orbital gap = 0.2585 hartree
SMILES = CSSCCC(=O)[O-]
LUMO = 2.9 eV

=====

Record 3
C13H18F5I2OP2SV | ωB97M-V with the def2-TZVPD basis set

ORCA input file:
```
! wB97M-V def2-TZVPD RIJCOSX def2/J DEFGRID3
* xyz 2 3
I 5.6736 -2.2396 -3.7353
I 3.7969 -4.1173 -4.3323
V 0.7286 -0.3639 -0.5397
P 1.1439 -1.8125 1.2335
C 2.5015 -3.0150 1.0900
C 1.5351 -0.9677 2.8143
H 1.6254 -1.7294 3.5978
H -0.0166 -3.3305 2.7013
H 0.7301 -0.2661 3.0675
H -1.1324 -2.1650 1.9017
H 3.4355 -2.5066 0.8325
H 2.4768 -0.4130 2.7297
C -0.2695 -2.8257 1.7613
H 2.6317 -3.5401 2.0427
H -0.5018 -3.5616 0.9862
H 2.2746 -3.7386 0.3013
P -0.2245 0.7205 -2.3658
C 0.5656 0.5634 -3.9970
C -1.9645 0.3122 -2.6942
H -0.9108 2.7719 -1.2493
H -0.8961 2.9406 -3.0366
H 0.6371 2.9939 -2.1103
C -0.3588 2.5396 -2.1690
H -2.5233 0.4117 -1.7568
H -2.3574 1.0031 -3.4496
H 0.0581 1.2146 -4.7172
H 0.5086 -0.4744 -4.3387
H -2.0376 -0.7197 -3.0494
H 1.6201 0.8493 -3.9391
C 2.0045 -1.1866 -1.6056
O 2.7228 -1.7897 -2.3049
F -4.3122 2.6493 3.5471
C -3.1733 2.3515 2.8913
C -3.1033 1.2370 2.0640
F -4.1855 0.4527 1.9214
C -1.9316 0.9191 1.3823
F -1.9925 -0.2147 0.5952
C -0.7754 1.7076 1.5001
S 0.8044 1.4684 0.7177
C -0.8823 2.8371 2.3511
F 0.2236 3.6211 2.4858
C -2.0455 3.1624 3.0356
F -2.1037 4.2508 3.8390
*
```

## Properties
⟨S²⟩ = 2.28
Relative energy (zero: lowest compared OMol25 entry of this formula, charge and spin) = 2.002 eV
Frontier orbital gap (spin up / spin down) = 0.1576 / 0.0747 hartree
LUMO (spin up / spin down) = -9.7 / -11.5 eV

=====

Record 4
C6H10O | ωB97M-V with the def2-TZVPD basis set

ORCA input file:
```
! wB97M-V def2-TZVPD RIJCOSX def2/J DEFGRID3
* xyz 0 1
C -2.5033 -0.1117 0.8184
C -1.5145 -0.1739 -0.2689
C -0.2534 -0.9548 -0.0315
C 0.8361 0.0926 -0.2434
C 2.2748 -0.2271 0.0831
C 0.5614 1.2062 -1.1552
O 0.3123 1.3398 0.2486
H -3.4838 -0.2917 0.3595
H -2.5463 0.9501 1.1128
H -2.3679 -0.7290 1.7204
H -0.1201 -1.4175 0.9654
H -0.2104 -1.7577 -0.7842
H 2.6672 -0.9491 -0.6432
H 2.4005 -0.6455 1.0869
H 2.8778 0.6841 0.0100
H -0.3155 1.1529 -1.7926
H 1.3850 1.8323 -1.4861
*
```

## Properties
Relative energy (zero: lowest compared OMol25 entry of this formula, charge and spin) = 4.413 eV
Frontier orbital gap = 0.3120 hartree
LUMO = 0.5 eV